(A)
Formula: C31H30N5O7SSb2Se2Sn
Source: OMol25
Level of theory: ωB97M-V with the def2-TZVPD basis set

As for the frontier orbital gap: 7.382 eV. The calculation puts the highest occupied orbital energy at -10.490 eV. Its LUMO energy is -3.11 eV. Its net charge is +1.

Cartesian coordinates (Å):
Sn: 0.5633 0.8877 0.1580
Se: 6.2585 -1.6169 5.0962
N: 4.5171 -1.3019 5.2779
C: 4.0938 -0.8311 4.1369
C: 2.7051 -0.4536 3.8887
C: 1.6960 -0.5837 4.8409
C: 0.4083 -0.2139 4.5119
C: 0.1556 0.2718 3.2369
N: 1.1148 0.3931 2.3251
C: 2.3703 0.0398 2.6343
C: 3.3774 0.1773 1.5768
N: 2.9423 0.6369 0.3990
C: 3.7936 0.7546 -0.6094
C: 5.1386 0.4281 -0.4869
C: 5.5971 -0.0472 0.7246
C: 4.7038 -0.1811 1.7861
C: 5.0826 -0.6964 3.0984
N: 6.2973 -1.0597 3.4074
H: 1.9410 -0.9749 5.8194
H: -0.4009 -0.3008 5.2220
H: -0.8378 0.5728 2.9312
H: 3.3867 1.1194 -1.5464
H: 5.8013 0.5426 -1.3322
H: 6.6330 -0.3243 0.8684
C: 0.7591 -1.9640 -4.2712
Sb: -0.3891 -1.6551 -2.5430
C: -1.6949 -3.2787 -2.3081
C: -1.3375 0.2605 -2.9202
C: -2.6805 -0.1638 -3.4497
C: -2.7148 -0.8652 -4.6569
C: -3.8884 -1.4143 -5.1448
C: -5.0581 -1.2543 -4.4192
C: -5.0525 -0.5004 -3.2570
C: -3.8884 0.0808 -2.7540
C: -4.0009 1.0096 -1.5767
Sb: -3.0752 0.3412 0.2573
C: -4.3678 1.3998 1.5961
C: -4.0594 -1.5535 0.3663
H: 0.1270 -2.0093 -5.1536
H: 1.2852 -2.9069 -4.1379
H: 1.4777 -1.1534 -4.3743
H: -2.4034 -3.2920 -3.1345
H: -2.1969 -3.2112 -1.3475
H: -1.0430 -4.1509 -2.3057
H: -0.6805 0.6952 -3.6761
H: -1.3302 0.8914 -2.0441
H: -1.8031 -0.9724 -5.2343
H: -3.8893 -1.9504 -6.0840
H: -5.9842 -1.6853 -4.7751
H: -5.9843 -0.3300 -2.7314
H: -5.0502 1.2132 -1.3655
H: -3.5291 1.9684 -1.8109
H: -5.3609 1.5194 1.1651
H: -3.9447 2.3789 1.8108
H: -4.4499 0.8390 2.5266
H: -5.1164 -1.4372 0.6015
H: -3.5712 -2.1590 1.1278
H: -3.9715 -2.0607 -0.5941
O: -0.4579 2.6406 1.4080
C: -0.0567 3.5457 0.6178
N: 1.0378 3.2636 -0.1089
S: 1.2380 3.9596 -1.5987
O: 0.2345 3.3435 -2.4648
O: 0.7407 5.5045 -1.2783
C: -0.3147 5.7526 -0.4472
C: -0.9253 6.9942 -0.5571
C: -1.9773 7.3009 0.2828
C: -2.4321 6.3846 1.2317
C: -1.8192 5.1557 1.3349
C: -0.7491 4.8271 0.4972
H: -0.5645 7.6933 -1.2985
H: -2.4536 8.2689 0.2001
H: -3.2556 6.6423 1.8826
H: -2.1360 4.4278 2.0692
O: 1.1023 -2.0966 -1.3826
Se: 0.7206 -2.6154 0.2971
O: 2.0900 -2.2970 1.0707
O: -0.4883 -1.5412 0.5855
O: 0.2125 -4.1249 0.1572

(B)
Formula: C31H30N5O7SSb2Se2Sn
Source: OMol25
Level of theory: ωB97M-V with the def2-TZVPD basis set

As for the frontier orbital gap: 6.982 eV. The calculation puts the highest occupied orbital energy at -10.416 eV. Its LUMO energy is -3.43 eV. Its net charge is +1.

Cartesian coordinates (Å):
Sn: 0.2929 0.3127 -0.8768
Se: -3.4648 7.2095 -0.9515
N: -2.8962 6.1331 0.3507
C: -2.3690 5.0867 -0.2237
C: -1.7709 3.9824 0.5171
C: -1.6666 3.9577 1.9089
C: -1.0501 2.8878 2.5207
C: -0.5365 1.8657 1.7330
N: -0.6375 1.8896 0.4105
C: -1.2414 2.9200 -0.2023
C: -1.2805 2.8913 -1.6662
N: -0.7460 1.8173 -2.2653
C: -0.6949 1.7598 -3.5884
C: -1.2065 2.7732 -4.3893
C: -1.7775 3.8751 -3.7881
C: -1.8194 3.9458 -2.3952
C: -2.3854 5.0729 -1.6633
N: -2.9260 6.1080 -2.2455
H: -2.0631 4.7856 2.4815
H: -0.9403 2.8333 3.5934
H: -0.0156 1.0243 2.1784
H: -0.2329 0.8814 -4.0243
H: -1.1421 2.6857 -5.4640
H: -2.1838 4.6904 -4.3716
C: 4.8487 0.0123 -1.7778
Sb: 3.5934 -0.5236 -0.1520
C: 5.0299 0.0064 1.3267
C: 2.3593 -2.2148 3.2563
C: 1.5311 -1.4451 3.9744
C: 1.9329 -0.0946 4.3667
C: 1.0444 0.7936 4.8311
C: -0.3551 0.4261 4.9817
C: -0.7780 -0.8203 4.7295
C: 0.1609 -1.8754 4.3494
C: -0.2190 -3.1635 4.4197
Sb: -0.9063 -2.6329 1.2688
C: -0.8503 -4.7652 1.3817
C: -2.9106 -2.4737 2.0066
H: 5.7663 -0.5579 -1.6099
H: 5.0795 1.0743 -1.7754
H: 4.3918 -0.2801 -2.7191
H: 5.7683 -0.7887 1.4400
H: 4.5348 0.1770 2.2800
H: 5.5247 0.9207 1.0022
H: 3.3665 -1.8836 3.0388
H: 2.0677 -3.1850 2.8749
H: 2.9722 0.1788 4.2334
H: 1.3580 1.7951 5.0950
H: -1.0561 1.1692 5.3423
H: -1.8132 -1.0978 4.8877
H: -1.2364 -3.4095 4.6973
H: 0.4719 -3.9825 4.2769
H: -0.3334 -5.0899 2.2818
H: -0.3125 -5.1309 0.5117
H: -1.8673 -5.1530 1.3888
H: -3.5553 -3.1913 1.5009
H: -3.3100 -1.4666 1.9033
H: -2.8818 -2.7293 3.0657
O: 0.4490 -3.5001 -1.1315
C: -0.5589 -3.0377 -1.6380
N: -1.6198 -2.6813 -0.8289
S: -2.8018 -1.5903 -1.1996
O: -2.3475 -0.2883 -0.6899
O: -2.6181 -1.4246 -2.8250
C: -1.7634 -2.1538 -3.6256
C: -1.9497 -2.0431 -4.9944
C: -1.0750 -2.7056 -5.8383
C: -0.0268 -3.4680 -5.3273
C: 0.1433 -3.5663 -3.9613
C: -0.7278 -2.9058 -3.0941
H: -2.7698 -1.4485 -5.3724
H: -1.2147 -2.6296 -6.9085
H: 0.6454 -3.9844 -5.9978
H: 0.9442 -4.1531 -3.5330
O: 1.4952 3.6141 -0.4025
Se: 2.5742 2.4714 -0.6901
O: 2.4283 1.1773 0.4927
O: 2.0211 1.4567 -1.9208
O: 4.1095 2.8736 -0.7716

Least stable: (B)

(A)
Formula: C5H17N2O
Source: OMol25
Level of theory: ωB97M-V with the def2-TZVPD basis set

As for the frontier orbital gap (alpha / beta): 3.479 / 10.379 eV. The calculation puts the highest occupied orbital energy (alpha / beta) at -2.979 / -9.902 eV. Its LUMO energy (alpha / beta) is 0.50 / 0.48 eV. Its net charge is 0. As for the spin multiplicity: 2.

Cartesian coordinates (Å):
N: 1.6975 -1.2592 1.3189
C: 0.6180 -0.7272 0.3232
C: -0.8199 -1.0620 0.7599
C: -1.1991 -0.3492 2.0348
C: -1.8463 -0.7184 -0.3460
C: 1.0802 0.7653 0.1788
N: 2.0573 1.0310 -0.9288
H: 1.1282 -1.1413 2.1525
H: 2.5319 -0.8564 1.4381
H: 1.8900 -2.2462 1.1277
H: 0.9492 -1.4334 -0.5383
H: -1.0058 -2.1613 0.9831
H: -2.2684 -0.3765 2.2838
H: -0.9065 0.6852 2.0217
H: -0.7339 -0.8431 2.9454
H: -1.7118 0.2054 -0.7660
H: -2.8835 -0.6221 0.1339
H: -2.0060 -1.4549 -1.0917
H: 1.4357 1.3477 1.1469
H: 0.0503 1.3203 0.1495
H: 1.5491 1.1128 -1.7183
H: 2.5527 1.8731 -0.6689
H: -1.3984 1.8858 -4.4430
H: -0.2525 2.9569 -4.3153
O: -0.5083 2.0678 -4.1819

(B)
Formula: C5H17N2O
Source: OMol25
Level of theory: ωB97M-V with the def2-TZVPD basis set

As for the frontier orbital gap (alpha / beta): 3.404 / 10.301 eV. The calculation puts the highest occupied orbital energy (alpha / beta) at -2.559 / -9.697 eV. Its LUMO energy (alpha / beta) is 0.85 / 0.60 eV. Its net charge is 0. As for the spin multiplicity: 2.

Cartesian coordinates (Å):
C: -0.7282 -0.8464 -1.8759
C: -0.0879 -0.1876 -0.6421
C: 1.3825 -0.6008 -0.5413
C: 2.2204 0.5603 0.0893
C: 1.5674 1.1481 1.2710
N: 0.3013 1.9425 1.1798
N: -0.6976 -0.6857 0.5391
H: -1.0896 -1.8606 -1.7314
H: -1.5755 -0.3345 -2.2099
H: 0.0605 -0.8010 -2.7020
H: -0.1210 1.0078 -0.6675
H: 1.5772 -1.6621 -0.3082
H: 1.6744 -0.5242 -1.5827
H: 3.2212 0.2531 0.3140
H: 2.4877 1.3130 -0.6505
H: 2.4064 1.9655 1.7516
H: 1.5645 0.3884 2.1009
H: 0.2462 2.5360 0.3076
H: 0.2965 2.6579 1.9129
H: -0.2007 -1.5608 0.8799
H: -0.6509 0.0903 1.3757
H: -1.7306 -1.1165 0.3253
H: -4.1463 -1.6603 0.9202
H: -4.2959 -0.7782 -0.3144
O: -3.6819 -1.2441 0.2585

Least stable: (B)

(A)
Formula: C18H16Br2HfN9O7S
Source: OMol25
Level of theory: ωB97M-V with the def2-TZVPD basis set

As for the frontier orbital gap: 6.979 eV. The calculation puts the highest occupied orbital energy at -11.171 eV. Its LUMO energy is -4.19 eV. Its net charge is +1.

Cartesian coordinates (Å):
Hf: 8.8648 10.6782 10.8274
Br: 9.4575 10.3435 5.4699
C: 8.1667 11.1574 6.5657
C: 7.1978 11.9326 5.9317
C: 6.2633 12.6927 6.6130
Br: 5.3233 13.9171 5.5160
C: 6.1878 12.6969 8.0422
C: 5.2779 13.4220 8.8103
C: 5.1970 13.2228 10.2075
C: 6.0970 12.3495 10.8201
N: 7.0058 11.6593 10.0775
C: 7.0825 11.7753 8.7214
C: 8.0883 11.0581 7.9979
O: 9.0676 10.4241 8.6396
H: 7.1984 11.9861 4.8496
H: 4.7165 14.2353 8.3270
H: 4.5002 13.7713 10.8168
H: 6.1874 12.2266 11.8988
C: 10.1672 4.8531 7.1120
C: 10.6412 5.5330 8.3539
N: 11.7777 5.2273 8.9444
N: 11.8863 6.0836 9.9619
C: 10.8467 6.9255 10.1172
S: 10.6811 8.0836 11.3079
N: 10.0176 6.5763 9.0476
N: 8.9539 7.3795 8.5559
H: 11.0895 4.5123 6.5688
H: 9.5820 5.5305 6.4618
H: 9.6270 3.9419 7.3383
H: 12.6777 5.9549 10.6100
H: 9.3395 8.2953 8.2576
H: 8.6123 6.8651 7.7584
N: 11.0334 11.0237 10.3315
N: 11.2028 12.3580 9.7966
C: 10.0901 13.1721 10.2601
O: 9.9015 14.2782 9.7644
O: 9.3739 12.5969 11.2311
H: 11.6279 11.0325 11.1544
H: 11.5560 10.3769 9.7254
H: 11.1884 12.3659 8.7774
O: 5.4792 8.3551 14.9214
C: 5.0784 7.7585 13.8451
O: 4.0966 7.0475 13.8060
C: 5.8945 8.0320 12.6201
C: 5.7867 7.5300 11.3215
N: 6.7657 8.1195 10.5779
N: 7.5234 9.0030 11.3259
C: 7.0212 8.8978 12.6050
C: 7.7218 9.8570 13.4671
O: 7.4128 9.9933 14.6645
O: 8.6335 10.6016 12.7959
H: 6.2279 9.0679 14.8467
H: 5.0239 6.9134 10.9172
H: 7.1072 7.8129 9.6629

(B)
Formula: C18H16Br2HfN9O7S
Source: OMol25
Level of theory: ωB97M-V with the def2-TZVPD basis set

As for the frontier orbital gap: 7.184 eV. The calculation puts the highest occupied orbital energy at -11.006 eV. Its LUMO energy is -3.82 eV. Its net charge is +1.

Cartesian coordinates (Å):
Hf: -0.1416 -0.1393 -0.1683
Br: -2.2529 2.5866 3.5609
C: -0.4080 2.1556 3.4630
C: 0.4572 2.4706 4.5065
C: 1.8300 2.1061 4.4601
Br: 3.0478 2.6209 5.7775
C: 2.2990 1.3271 3.4125
C: 3.6293 0.8720 3.3463
C: 3.9459 -0.0092 2.3162
C: 2.9928 -0.3380 1.3803
N: 1.7264 0.0761 1.4456
C: 1.4245 1.0231 2.3650
C: 0.0934 1.4531 2.3451
O: -0.6383 1.1747 1.3026
H: 0.1721 2.8879 5.4458
H: 4.3669 1.1593 4.1121
H: 4.9607 -0.4593 2.2576
H: 3.2347 -0.9773 0.5158
C: -5.6735 0.1638 -0.7443
C: -4.4814 0.5643 -1.4613
N: -4.5413 1.0619 -2.6982
N: -3.3141 1.5605 -2.9048
C: -2.4413 1.3775 -1.9210
S: -0.9707 2.1111 -1.7100
N: -3.2059 0.6640 -0.9871
N: -2.6637 0.3211 0.2474
H: -6.5382 0.5874 -1.2936
H: -5.6927 0.5368 0.2787
H: -5.7638 -0.9236 -0.7333
H: -3.1862 1.9151 -3.8541
H: -2.7855 1.0457 0.9358
H: -3.1579 -0.5553 0.5175
N: -1.0189 -1.8339 1.2690
N: -1.9745 -2.4882 0.4183
C: -1.6769 -2.3777 -1.0087
O: -1.9389 -3.3827 -1.6800
O: -1.2574 -1.2231 -1.4444
H: -0.1431 -2.3926 1.4108
H: -1.4684 -1.7838 2.1802
H: -2.1261 -3.4847 0.5991
O: 3.3736 -2.8248 -3.8707
C: 3.3915 -1.5279 -4.2347
O: 3.9316 -1.1465 -5.2649
C: 2.7607 -0.6389 -3.2014
C: 2.7756 0.7702 -3.2481
N: 2.0468 1.2595 -2.2204
N: 1.5514 0.2523 -1.4472
C: 2.0545 -0.9043 -2.0107
C: 1.7845 -2.1555 -1.2376
O: 2.2883 -3.2307 -1.5150
O: 0.9627 -1.9361 -0.2236
H: 3.0342 -3.0397 -2.9407
H: 3.3935 1.3854 -3.9020
H: 1.9318 2.2837 -1.9437

Least stable: (A)